{"formula": "C2H2N2O2S", "method": "ωB97M-V/def2-TZVPD", "total_energy_ha": -735.43785, "homo_lumo_gap_ev": 9.662, "smiles": "[H]/N=C/S(=O)(=O)C#N", "relative_energy_kcal_mol": 93.8, "total_charge": 0, "symbols": ["C", "C", "N", "N", "O", "O", "S", "H", "H"], "coordinates": [[2.919, 0.552, 0.358], [0.393, -0.358, 0.322], [3.773, 1.331, 0.367], [0.825, 0.751, 0.000], [2.289, -2.002, -0.628], [2.133, -1.936, 1.877], [1.970, -1.311, 0.600], [-0.635, -0.749, 0.331], [0.576, 1.689, -0.103]], "mulliken_charge": [0.2595, -0.0458, -0.4366, -0.2999, -0.4985, -0.4895, 0.8723, 0.4018, 0.2367]}



{"formula": "C3H6GdNO2", "method": "ωB97M-V/def2-TZVPD", "total_energy_ha": -1087.93127, "homo_lumo_gap_ev": [8.500, 6.907], "spin_multiplicity": 8, "s_squared": 15.780, "total_charge": 2, "symbols": ["C", "C", "N", "C", "O", "O", "H", "H", "H", "H", "H", "H", "Gd"], "coordinates": [[1.790, -0.442, 0.349], [0.582, 0.499, -0.186], [-0.564, 0.453, 0.782], [-1.652, -0.369, 0.330], [-2.672, 0.043, -0.355], [-1.600, -1.712, 0.722], [2.755, 0.162, 0.228], [1.878, -1.396, -0.283], [1.651, -0.684, 1.450], [1.006, 1.552, -0.236], [0.318, 0.116, -1.238], [-0.885, 1.391, 1.068], [-2.608, 0.385, -2.631]], "mulliken_charge": [-1.0417, 0.0354, -0.2134, 0.7659, -0.6856, -0.0931, 0.3290, 0.3044, 0.3105, 0.4031, -0.0619, 0.3470, 1.6003]}